No. 1
{"formula": "C12H20CrN2O7P2S2Se2", "method": "the ωB97M-V functional and the def2-TZVPD basis", "homo_lumo_gap_ev": [7.01, 8.18], "e_homo_ev": [-11.48, -11.48], "mol_weight_g_mol": 640.3, "charge": 1, "multiplicity": 4, "species": ["Cr", "C", "C", "N", "C", "C", "S", "C", "C", "S", "C", "N", "C", "H", "H", "H", "H", "H", "H", "H", "H", "O", "P", "O", "O", "O", "P", "O", "O", "O", "H", "H", "C", "Se", "C", "C", "Se", "C", "H", "H", "H", "H", "H", "H", "H", "H", "H", "H"], "positions_angstrom": [[-0.10402, 0.12412, 0.20187], [-3.66815, -2.13642, 2.69269], [-3.16419, -2.56208, 1.33727], [-2.10992, -2.11572, 0.71881], [-1.93987, -2.76954, -0.47308], [-2.88310, -3.71000, -0.76535], [-4.01180, -3.80127, 0.49427], [-0.77263, -2.52062, -1.32942], [-0.47355, -3.31993, -2.38415], [0.97689, -2.84571, -3.12011], [1.14941, -1.58488, -2.00696], [0.16503, -1.49843, -1.12525], [2.37769, -0.75414, -2.06521], [-2.61280, -0.54575, 3.10731], [-3.17260, -2.74875, 3.45580], [-4.73462, -2.36014, 2.74572], [-2.97000, -4.34453, -1.63143], [-1.02477, -4.17548, -2.73343], [2.78460, -0.74376, -3.07570], [3.13193, -1.18218, -1.40479], [2.17292, 0.26180, -1.74309], [-0.41037, 0.18021, 4.45423], [-0.28442, 0.93664, 3.06937], [0.68119, 2.04374, 3.02951], [-0.06815, -0.22304, 2.06265], [-1.79209, 1.43041, 2.80206], [-2.43253, 1.89624, 1.32540], [-1.34574, 3.10086, 0.95996], [-3.53649, -0.76916, 2.94573], [-1.78995, 0.81647, 0.33955], [-0.23320, 0.74514, 5.21750], [-1.46478, 3.88028, 1.51954], [4.12073, 0.83884, -0.01233], [2.42548, 1.03070, 0.93908], [2.04645, 2.84113, 0.31111], [1.72545, 2.94612, -1.17226], [0.01552, 2.08065, -1.60824], [0.37112, 1.56146, -3.45234], [4.82738, 1.49319, 0.49267], [4.06453, 1.09739, -1.06499], [4.45343, -0.18954, 0.10128], [2.92732, 3.43959, 0.54432], [1.22694, 3.18443, 0.94263], [2.50747, 2.51769, -1.79785], [1.60815, 3.99350, -1.44965], [0.98793, 2.32845, -3.91440], [-0.59691, 1.54210, -3.94632], [0.84909, 0.58991, -3.53397]], "atomic_forces_ev_per_a": [[-0.094, -0.428, 0.000], [0.012, -0.025, 0.085], [0.028, 0.022, -0.039], [0.083, -0.069, -0.004], [-0.004, 0.080, -0.016], [0.019, -0.077, -0.059], [-0.080, 0.102, 0.011], [-0.048, 0.051, 0.076], [0.009, -0.064, 0.005], [-0.004, 0.031, -0.034], [-0.022, -0.078, -0.064], [-0.080, 0.112, 0.028], [0.064, 0.015, 0.041], [-0.081, -0.051, 0.006], [0.034, 0.029, -0.019], [0.016, -0.042, 0.020], [0.019, 0.031, 0.002], [0.021, 0.004, 0.019], [0.012, -0.016, 0.006], [-0.018, 0.027, 0.001], [0.013, -0.053, -0.026], [-0.015, -0.014, 0.006], [-0.222, 0.066, 0.141], [0.026, 0.027, 0.029], [0.142, 0.155, -0.112], [0.074, -0.020, -0.094], [0.105, 0.004, 0.105], [-0.091, -0.003, 0.066], [0.036, 0.065, -0.073], [-0.029, 0.106, -0.032], [0.009, -0.014, -0.059], [-0.007, -0.022, -0.027], [-0.044, -0.013, 0.026], [0.177, 0.074, -0.031], [-0.049, 0.045, -0.010], [-0.028, -0.014, 0.133], [0.084, 0.035, -0.094], [-0.037, -0.072, 0.007], [-0.019, 0.010, 0.007], [-0.006, -0.004, -0.024], [0.013, 0.004, 0.016], [0.001, -0.005, 0.010], [0.021, -0.037, -0.013], [-0.030, -0.039, -0.027], [0.007, -0.007, -0.002], [-0.002, 0.023, 0.034], [0.017, -0.023, -0.014], [-0.031, 0.068, -0.005]]}



No. 2
{"formula": "C12H20N5O2ScSe", "method": "the ωB97M-V functional and the def2-TZVPD basis", "homo_lumo_gap_ev": 7.68, "e_homo_ev": -15.15, "mol_weight_g_mol": 390.2, "charge": 2, "species": ["Sc", "N", "C", "C", "N", "C", "C", "N", "H", "H", "H", "H", "H", "H", "H", "H", "H", "H", "H", "H", "H", "C", "O", "C", "O", "H", "H", "H", "Se", "N", "C", "C", "C", "C", "C", "C", "N", "H", "H", "H", "H"], "positions_angstrom": [[-0.54436, -0.51663, -0.20415], [0.56538, -2.52092, 0.30355], [0.07957, -3.06465, 1.59018], [-1.45055, -3.10354, 1.55232], [-2.00475, -1.79387, 1.12121], [-2.56512, -0.96645, 2.21966], [-1.82047, 0.36620, 2.34268], [-1.78390, 1.03816, 1.01995], [0.32637, -3.20587, -0.42817], [1.58919, -2.50981, 0.32320], [0.43223, -2.41729, 2.40245], [0.45862, -4.07863, 1.76726], [-1.83219, -3.38787, 2.53962], [-1.76005, -3.87470, 0.83910], [-2.78206, -2.01415, 0.49724], [-2.49959, -1.49834, 3.17348], [-3.62477, -0.76341, 2.03348], [-0.78528, 0.19220, 2.66632], [-2.31816, 0.98311, 3.10151], [-1.32809, 1.94941, 1.13911], [-2.75171, 1.27651, 0.77257], [-0.84685, -0.23074, -4.55682], [-1.19416, 0.56962, -3.40857], [-1.05828, 0.13265, -2.20998], [-0.59848, -1.04945, -1.97363], [-0.57897, 0.46533, -5.34872], [-1.71103, -0.81919, -4.86090], [-0.01105, -0.89100, -4.32116], [2.27873, 0.04886, 1.96129], [1.20063, 0.53227, 0.58588], [1.78100, 1.58869, -0.02050], [1.25677, 2.31950, -1.10295], [1.99544, 3.35667, -1.60942], [3.25219, 3.71552, -1.06995], [3.77464, 3.06175, 0.00788], [3.05076, 1.97769, 0.55112], [3.42685, 1.25804, 1.59613], [0.27099, 2.07462, -1.50242], [1.60780, 3.92666, -2.43963], [3.79014, 4.53786, -1.51195], [4.71259, 3.33518, 0.46175]], "atomic_forces_ev_per_a": [[-0.437, 0.889, 2.907], [0.183, -0.373, -0.281], [-0.398, -0.163, 0.212], [0.560, -0.261, 0.144], [-0.437, -0.125, -0.424], [0.092, 0.600, 0.351], [-0.238, -0.231, 0.260], [-0.294, 0.199, 0.311], [0.164, 0.355, 0.157], [-0.249, 0.073, -0.145], [-0.035, -0.104, -0.081], [-0.022, 0.240, 0.091], [-0.019, 0.008, -0.244], [-0.037, 0.145, 0.076], [0.108, 0.043, 0.117], [-0.050, 0.046, -0.150], [0.120, -0.115, -0.030], [-0.138, 0.075, 0.015], [0.219, -0.110, -0.083], [-0.029, -0.308, -0.211], [0.369, -0.129, -0.200], [0.264, -0.575, -0.520], [-0.197, 0.185, 0.689], [0.098, 0.244, -0.032], [0.042, -1.153, -3.143], [-0.057, -0.011, 0.168], [0.009, 0.062, 0.084], [-0.102, 0.116, -0.042], [-0.592, -0.535, -0.035], [0.267, 0.364, -0.183], [0.019, -0.370, 0.394], [-0.370, 0.346, -0.525], [-0.577, -0.556, 0.087], [0.625, -0.085, 0.623], [0.128, 0.485, -0.502], [-0.456, -0.518, 0.354], [0.971, 0.873, -0.137], [0.346, 0.152, 0.034], [-0.068, 0.045, -0.078], [0.081, 0.108, -0.024], [0.137, 0.071, -0.007]]}



No. 3
{"formula": "C12H20N8OSV", "method": "the ωB97M-V functional and the def2-TZVPD basis", "homo_lumo_gap_ev": [7.20, 6.22], "e_homo_ev": [-14.64, -14.66], "mol_weight_g_mol": 375.4, "charge": 2, "multiplicity": 2, "species": ["V", "N", "C", "S", "N", "N", "C", "C", "C", "C", "C", "C", "N", "H", "H", "H", "H", "H", "H", "H", "C", "N", "C", "C", "N", "N", "C", "C", "H", "H", "H", "H", "H", "H", "H", "H", "H", "H", "H", "H", "H", "O", "N"], "positions_angstrom": [[-0.13735, -0.10001, 0.20768], [4.29454, -0.34816, 0.14339], [3.01160, -0.09305, 0.36248], [1.82418, -0.97619, -0.60565], [2.66389, 0.76998, 1.27329], [1.32995, 0.92844, 1.37188], [0.90200, 1.76709, 2.24588], [-0.53649, 1.96463, 2.30263], [-1.15488, 2.83740, 3.17383], [-2.53735, 2.95652, 3.13501], [-3.25889, 2.19678, 2.22641], [-2.57459, 1.34433, 1.38279], [-1.23990, 1.22494, 1.41142], [4.58945, -0.98885, -0.57235], [4.99603, 0.13718, 0.68157], [1.59397, 2.30574, 2.88243], [-0.56001, 3.41451, 3.86870], [-3.04468, 3.63629, 3.80658], [-4.33558, 2.26114, 2.16674], [-3.10437, 0.73636, 0.66273], [-2.05998, -2.75420, -3.42921], [-2.17552, -2.09997, -2.12290], [-2.89799, -0.83169, -2.13998], [-1.58127, -2.56675, -1.02488], [-1.16668, -1.70708, -0.04779], [-1.36175, -3.87541, -0.88048], [-0.34211, -4.37433, 0.04469], [-2.25339, -4.90097, -1.43229], [-1.79521, -1.99467, -4.16452], [-2.99963, -3.21339, -3.73451], [-1.27437, -3.50241, -3.41284], [-3.80444, -0.96029, -2.73023], [-2.31082, -0.03738, -2.60086], [-3.18641, -0.55197, -1.13241], [-1.08873, -2.21621, 0.83479], [-0.75784, -4.57680, 1.03514], [0.48321, -3.67092, 0.12190], [0.04857, -5.30940, -0.35103], [-3.16528, -4.45234, -1.81074], [-2.51895, -5.58610, -0.62804], [-1.76698, -5.47079, -2.22318], [-0.21094, 1.51029, -2.23493], [-0.18202, 0.88578, -1.29036]], "atomic_forces_ev_per_a": [[0.166, 0.746, -0.744], [0.056, -0.041, -0.053], [-0.149, 0.025, 0.024], [0.083, -0.053, 0.017], [0.267, 0.066, 0.080], [-0.216, -0.111, -0.126], [-0.001, -0.037, -0.040], [-0.044, -0.074, -0.074], [-0.011, 0.071, 0.069], [-0.027, 0.005, -0.002], [0.009, 0.051, 0.052], [0.062, -0.014, -0.014], [-0.040, -0.080, -0.007], [0.002, -0.009, -0.007], [-0.011, 0.014, 0.016], [0.005, 0.019, 0.000], [-0.011, -0.004, -0.005], [0.005, -0.007, -0.003], [0.002, 0.000, -0.001], [0.020, -0.026, -0.015], [-0.010, -0.014, -0.029], [-0.011, 0.167, 0.028], [-0.035, -0.038, -0.023], [0.023, -0.225, -0.240], [-0.023, 0.300, 0.201], [0.022, 0.044, 0.097], [-0.005, -0.048, 0.013], [0.015, -0.044, -0.030], [0.002, 0.020, 0.020], [-0.004, -0.006, 0.014], [0.010, -0.002, 0.026], [-0.004, -0.021, 0.006], [0.021, -0.017, -0.021], [0.012, 0.002, 0.022], [-0.038, -0.097, -0.039], [-0.030, 0.009, -0.016], [0.008, 0.014, -0.011], [-0.008, -0.001, -0.017], [-0.008, 0.032, 0.004], [0.016, 0.014, 0.025], [0.009, 0.020, -0.008], [0.132, 0.057, -0.015], [-0.263, -0.708, 0.826]]}



Which formula does entry 2 have? C12H20N5O2ScSe



Which formula does entry 1 have? C12H20CrN2O7P2S2Se2